A molecular structure, C41H49BO2P2Pb at a distorted geometry. Source: the OMol25 dataset; level of theory: wB97M-V/def2-TZVPD.

```
96
Properties=species:S:1:pos:R:3:lowdin_charge:R:1
Pb 1.86880 -2.45556 -1.27897 1.682
C 4.15726 -0.19945 -2.35941 -0.177
C 3.33851 0.88126 -2.38306 -0.074
C 3.00314 1.52498 -3.69617 -0.163
C 2.42154 0.61715 -4.74051 -0.132
C 1.68219 -0.62225 -4.27547 -0.049
C 2.25208 -1.79745 -3.94077 -0.285
C 3.68286 -2.08075 -4.08011 -0.174
C 4.63669 -0.96923 -3.50851 -0.159
C -2.53330 -0.41323 1.67937 -0.003
H 4.70564 -0.55553 -1.46563 0.122
H 3.06480 1.43708 -1.47003 0.096
H 3.94120 1.96091 -4.05054 0.143
H 2.33915 2.36027 -3.48251 0.103
H 1.70309 1.20538 -5.31014 0.131
H 3.18070 0.23948 -5.42965 0.127
H 0.60922 -0.55711 -4.42420 0.089
H 1.66554 -2.68263 -3.92478 0.024
H 3.93106 -2.12271 -5.15941 0.147
H 3.95850 -3.02970 -3.59509 0.113
H 5.54605 -1.47449 -3.15409 0.131
H 4.86338 -0.22098 -4.27514 0.120
H -3.40322 -1.01108 1.46590 0.075
H -1.75734 -0.73330 1.01297 -0.046
H -2.83002 0.56980 1.36199 0.070
P 0.73614 1.09627 0.22649 1.102
P -1.66979 -1.02988 -1.46057 1.046
C 0.41869 0.89775 -1.51427 -0.344
C -0.42401 0.00496 -2.18151 -0.357
C 0.75078 2.97395 0.49299 -0.357
C 1.26548 3.93034 -0.39997 -0.101
C 1.28183 5.29999 -0.07779 -0.063
C 0.72737 5.73492 1.13167 -0.059
C 0.17419 4.80827 2.03021 -0.056
C 0.16455 3.44982 1.69501 -0.085
C 2.53440 0.61185 0.59561 -0.356
C 3.15721 -0.65183 0.25112 -0.352
C 3.96962 -1.31498 1.21475 -0.081
C 4.71790 -0.47330 2.05204 -0.055
C 4.44016 0.89859 2.06223 -0.033
C 3.33908 1.44143 1.38454 -0.065
C -3.23976 -0.72313 -2.36950 -0.361
C -3.85643 0.50861 -2.09869 -0.098
C -5.07410 0.77691 -2.71337 -0.063
C -5.68507 -0.18139 -3.53617 -0.050
C -5.08318 -1.43362 -3.71349 -0.065
C -3.86833 -1.73061 -3.10953 -0.086
C -1.22762 -2.80489 -1.89279 -0.413
C -1.48061 -3.77661 -0.90387 -0.074
C -0.92605 -5.04302 -1.04926 -0.051
C -0.09102 -5.35656 -2.11928 -0.065
C 0.19160 -4.37740 -3.06286 -0.151
C -0.36647 -3.10240 -2.95308 -0.247
H 0.72820 1.73710 -2.15503 0.062
H -0.53952 0.17430 -3.30725 0.090
H 1.73868 3.61581 -1.32695 0.083
H 1.72791 6.03974 -0.75185 0.115
H 0.68675 6.79764 1.37565 0.116
H -0.24204 5.15355 2.99034 0.119
H -0.22712 2.70412 2.39540 0.089
H 3.39011 -0.87682 -0.90352 -0.025
H 4.03036 -2.42073 1.33224 0.121
H 5.60045 -0.83987 2.59697 0.127
H 5.12551 1.57996 2.56088 0.124
H 3.19819 2.52201 1.34714 0.117
H -3.33054 1.23613 -1.47756 0.105
H -5.54590 1.74418 -2.56733 0.113
H -6.65650 0.02700 -3.99295 0.119
H -5.55340 -2.18792 -4.33712 0.113
H -3.35233 -2.68247 -3.24773 0.100
H -2.10487 -3.47698 -0.04733 0.128
H -1.16229 -5.81428 -0.31812 0.127
H 0.32487 -6.36744 -2.22836 0.133
H 0.84860 -4.60792 -3.89915 0.123
H -0.13684 -2.31886 -3.68296 0.089
C -2.69508 -1.07813 6.45971 -0.012
C -2.76634 -0.33305 5.15291 -0.432
C -4.24156 -0.03350 4.80867 -0.002
O -2.30629 -1.22968 4.08155 0.117
B -1.99427 -0.31675 3.10694 -0.743
O -1.34650 0.76911 3.62230 0.091
C -1.70087 0.88594 5.05309 -0.396
C -2.32091 2.26665 5.23489 -0.009
C -0.41868 0.75451 5.90406 -0.013
H -3.11302 -0.48427 7.28480 0.106
H -1.65836 -1.32842 6.70792 0.084
H -3.26122 -2.00294 6.35956 0.098
H -4.73925 -0.99032 4.57653 0.110
H -4.74056 0.49333 5.62585 0.097
H -4.37409 0.59156 3.91792 0.087
H -2.78570 2.37967 6.23319 0.106
H -1.59578 3.08978 5.09333 0.090
H -3.12931 2.39958 4.49733 0.089
H 0.04470 -0.21977 5.75780 0.086
H 0.33230 1.53245 5.69472 0.092
H -0.64159 0.81109 6.97475 0.093
```

Properties
Gap between HOMO and LUMO ... 5.07 eV
E_LUMO ... -7.84 eV
Net charge ... +2
Energy above the lowest of the compared OMol25 structures with the same formula, charge and spin ... 208.7 kJ/mol